# 1
C4H5N4 | ωB97M-V with the def2-TZVPD basis set

The value obtained for the HOMO energy is -4.71 eV. The value obtained for the total energy is -10185.338 eV. As for the lowest unoccupied orbital energy: 3.5 eV. Its total charge is -1. The relative energy (zero: lowest compared OMol25 entry of this formula, charge and spin) is 405.9 kJ/mol. Its orbital gap is 8.174 eV.

Cartesian coordinates (Å):
1 C -0.68544 -1.71017 0.24936
2 C -0.14392 0.20382 -0.87426
3 C 0.55373 1.00416 -0.12312
4 C 0.99056 2.42115 -0.42463
5 N -0.87013 -2.91836 -0.32653
6 N -0.85628 -1.70694 1.54771
7 N -1.17561 -3.66245 0.72699
8 N -1.11972 -2.93978 1.82446
9 H -0.45047 0.18148 -1.87852
10 H 0.48804 0.65089 0.82582
11 H 0.78887 2.87929 -1.49836
12 H 0.39851 3.16343 0.16263
13 H 2.08185 2.43347 -0.21156

Atom charges from the natural (NBO) analysis, given in e for atoms 1 to 5: C 0.31; C -0.13; C -0.32; C -0.64; N -0.44


# 2
C4H5N5 | ωB97M-V with the def2-TZVPD basis set

The value obtained for the HOMO energy is -8.50 eV. The value obtained for the total energy is -11674.735 eV. As for the lowest unoccupied orbital energy: 0.1 eV. The relative energy (zero: lowest compared OMol25 entry of this formula, charge and spin) is 373.8 kJ/mol. Its orbital gap is 8.559 eV.

Cartesian coordinates (Å):
1 C 1.38355 0.40571 -0.09744
2 C -0.36913 -0.85982 0.17607
3 C -1.89047 -0.79115 0.00419
4 C -1.20700 1.39577 -0.01024
5 H 1.57042 2.23810 -0.05204
6 H 2.72990 -1.13053 0.71436
7 H -2.38385 -1.29488 0.90104
8 H -2.34547 -1.31490 -0.74886
9 H -0.92451 2.41790 0.19339
10 N 2.16470 1.35031 0.08301
11 N 1.60182 -0.99000 -0.22347
12 N 0.52857 -1.78839 0.00756
13 N -2.29082 0.69603 -0.06817
14 N -0.02544 0.47223 -0.00512

Atom charges from the natural (NBO) analysis, given in e for atoms 1 to 5: C 0.53; C 0.36; C -0.30; C 0.26; H 0.34


# 3
C4H5N7 | ωB97M-V with the def2-TZVPD basis set

The value obtained for the HOMO energy is -8.64 eV. The value obtained for the total energy is -14652.731 eV. As for the lowest unoccupied orbital energy: 0.0 eV. The relative energy (zero: lowest compared OMol25 entry of this formula, charge and spin) is 0.0 kJ/mol. Its orbital gap is 8.618 eV.

Cartesian coordinates (Å):
1 C 1.13525 0.37957 -0.15966
2 C -1.44928 1.49749 0.15546
3 C -1.32888 0.07088 0.01282
4 C -0.08426 -0.38901 -0.05339
5 H 1.74064 -1.88794 0.64748
6 H 3.27389 -1.60554 0.37575
7 H 1.49734 2.32010 -0.25083
8 H -2.43607 2.17091 0.85850
9 H -3.18776 -0.76768 0.44332
10 N 2.44646 -1.35984 -0.12791
11 N 2.37328 0.09734 0.11433
12 N 0.72887 1.73441 -0.72657
13 N -0.46077 2.30910 -0.28873
14 N -2.27905 -0.79833 -0.10716
15 N -1.66740 -1.92590 -0.42667
16 N -0.30225 -1.84557 -0.46674

Atom charges from the natural (NBO) analysis, given in e for atoms 1 to 5: C 0.34; C 0.01; C 0.04; C -0.03; H 0.33


# 4
C4H5NO | ωB97M-V with the def2-TZVPD basis set

The value obtained for the HOMO energy (alpha / beta) is -8.88 / -8.88 eV. The value obtained for the total energy is -7761.799 eV. As for the lowest unoccupied orbital energy (alpha / beta): -0.5 / -0.5 eV. The relative energy (zero: lowest compared OMol25 entry of this formula, charge and spin) is 456.1 kJ/mol. Its orbital gap (alpha / beta) is 8.353 / 8.346 eV.

Cartesian coordinates (Å):
1 O 0.71941 0.37489 -1.28835
2 C 1.29499 0.32793 -0.10165
3 C 0.59478 0.67574 1.02200
4 C -1.03778 -0.58519 0.20973
5 C -0.63353 -0.30965 -1.13972
6 N -1.43830 -0.74597 -1.92214
7 H 2.24904 -0.20135 -0.05516
8 H -0.16325 1.45052 0.97262
9 H 1.03201 0.49417 2.00002
10 H -1.89085 -0.05257 0.61928
11 H -0.89314 -1.59522 0.58645

Atom charges from the natural (NBO) analysis, given in e for atoms 1 to 5: O -0.50; C 0.23; C -0.51; C -0.27; C 0.29


# 5
C4H5NO | ωB97M-V with the def2-TZVPD basis set

The value obtained for the HOMO energy is -10.98 eV. The value obtained for the total energy is -7764.924 eV. Its SMILES is N#CC[C@H]1CO1. As for the lowest unoccupied orbital energy: 0.8 eV. The relative energy (zero: lowest compared OMol25 entry of this formula, charge and spin) is 154.7 kJ/mol. Its orbital gap is 11.816 eV.

Cartesian coordinates (Å):
1 N 2.90475 0.75253 0.88284
2 C 2.02221 0.22222 0.35656
3 C 0.87523 -0.45562 -0.25106
4 C -0.43184 -0.09277 0.43757
5 C -1.56518 0.44594 -0.31611
6 O -1.51857 -0.91928 0.07936
7 H 1.02428 -1.53777 -0.17291
8 H 0.82836 -0.21433 -1.31749
9 H -0.35541 0.13096 1.50272
10 H -2.31740 1.05223 0.18780
11 H -1.46643 0.61588 -1.38927

Atom charges from the natural (NBO) analysis, given in e for atoms 1 to 5: N -0.31; C 0.28; C -0.54; C 0.06; C -0.10


# 6
C4H5NO | ωB97M-V with the def2-TZVPD basis set

The value obtained for the HOMO energy is -8.76 eV. The value obtained for the total energy is -7765.556 eV. Its SMILES is O=C1CC=CN1. As for the lowest unoccupied orbital energy: 1.0 eV. The relative energy (zero: lowest compared OMol25 entry of this formula, charge and spin) is 93.6 kJ/mol. Its orbital gap is 9.770 eV.

Cartesian coordinates (Å):
1 O -0.70634 -2.11813 0.06589
2 C -0.29564 -1.03729 0.37424
3 C 1.08575 -0.41903 0.24433
4 C 0.63629 0.69890 -0.67467
5 C -0.62065 1.00773 -0.33074
6 N -1.07935 0.15823 0.70903
7 H 1.89597 -1.05593 -0.10602
8 H 1.32467 -0.03430 1.24864
9 H 1.14842 0.98874 -1.57963
10 H -1.30897 1.69302 -0.81128
11 H -2.08017 0.11806 0.86020

Atom charges from the natural (NBO) analysis, given in e for atoms 1 to 5: O -0.53; C 0.74; C -0.55; C -0.28; C -0.01